Version a
Molecular formula: C3H6O2
Method: DFT, ωB97M-V/def2-TZVPD

Results
orbital gap	10.89	eV
SMILES	C=CCOO
multiplicity	1

Bonds (Å) are listed after each position.
Geometry (Å):
1 C 1.9725 -0.0970 -0.4425  C2 1.311, H6 1.088, H7 1.151
2 C 0.7993 -0.5023 -0.0213  C1 1.311, C3 1.500, H8 1.043
3 C -0.3730 0.2743 0.5009  C2 1.500, O4 1.436, H9 1.122, H10 1.124
4 O -1.6064 -0.4510 0.3760  C3 1.436, O5 1.453
5 O -2.5388 -0.0681 -0.6703  O4 1.453, H11 0.955
6 H 2.7126 -0.7256 -0.9335  C1 1.088
7 H 2.5204 0.8983 -0.2567  C1 1.151
8 H 0.4524 -1.4802 -0.1316  C2 1.043
9 H -0.4736 1.3158 0.0961  C3 1.122
10 H -0.2682 0.4894 1.5988  C3 1.124
11 H -3.1972 0.3464 -0.1158  O5 0.955

Computed Mulliken charges, given in elementary charges: -0.705, -0.087, -0.277, -0.269, -0.327, 0.250, 0.202, 0.330, 0.304, 0.246, 0.333


Version b
Molecular formula: C3H6O2
Method: DFT, ωB97M-V/def2-TZVPD

Results
orbital gap	10.75	eV
SMILES	C1COCO1
multiplicity	1

Bonds (Å) are listed after each position.
Geometry (Å):
1 C -1.0707 -0.1294 -0.3987  C2 1.541, O5 1.451, H6 1.101, H7 1.117
2 C -0.3651 -0.0838 0.9705  C1 1.541, O3 1.401, H8 1.135, H9 1.098
3 O 0.9205 -0.5411 0.6517  C2 1.401, C4 1.360
4 C 1.2132 0.1146 -0.5031  O3 1.360, O5 1.405, H10 1.100, H11 1.155
5 O 0.0311 0.3069 -1.2367  C1 1.451, C4 1.405
6 H -1.3611 -1.1231 -0.7735  C1 1.101
7 H -1.9390 0.5733 -0.4105  C1 1.117
8 H -0.7479 -0.7619 1.7968  C2 1.135
9 H -0.2876 0.9653 1.2834  C2 1.098
10 H 1.9276 -0.4677 -1.1036  C4 1.100
11 H 1.6789 1.1470 -0.2763  C4 1.155

Computed Mulliken charges, given in elementary charges: -0.273, -0.349, -0.344, -0.164, -0.360, 0.248, 0.256, 0.266, 0.273, 0.225, 0.221


Which structure is most stable, and how do the rest compare? From most to least stable: version b, version a.


Version a
Molecular formula: C3H6O2
Method: DFT, ωB97M-V/def2-TZVPD

Results
orbital gap	11.76	eV
SMILES	CCOC=O
multiplicity	1

Bonds (Å) are listed after each position.
Geometry (Å):
1 C 1.2154 0.5678 -0.2781  C2 1.540, H6 1.113, H7 1.100, H8 1.086
2 C 0.4107 -0.4871 0.5039  C1 1.540, O3 1.439, H9 1.147, H10 1.089
3 O -0.7605 -1.0142 -0.1459  C2 1.439, C4 1.341
4 C -1.8093 -0.1811 -0.2102  O3 1.341, O5 1.186, H11 1.110
5 O -1.8576 0.8946 0.2865  C4 1.186
6 H 2.1460 0.7938 0.2890  C1 1.113
7 H 1.5186 0.1564 -1.2520  C1 1.100
8 H 0.5765 1.4314 -0.4344  C1 1.086
9 H 1.1020 -1.3998 0.5728  C2 1.147
10 H 0.0860 -0.1341 1.4815  C2 1.089
11 H -2.6277 -0.6277 -0.8132  C4 1.110

Computed Mulliken charges, given in elementary charges: -0.992, -0.211, -0.309, 0.149, -0.471, 0.300, 0.279, 0.329, 0.244, 0.330, 0.352


Version b
Molecular formula: C3H6O2
Method: DFT, ωB97M-V/def2-TZVPD

Results
orbital gap	10.78	eV
SMILES	O=CCCO
multiplicity	1

Bonds (Å) are listed after each position.
Geometry (Å):
1 O 2.6101 0.4598 0.1372  C2 1.207
2 C 1.4246 0.5416 -0.0720  O1 1.207, C3 1.509, H6 1.116
3 C 0.4587 -0.6139 0.0183  C2 1.509, C4 1.532, H7 1.098, H8 1.095
4 C -0.9726 -0.2003 0.3739  C3 1.532, O5 1.416, H9 1.093, H10 1.101
5 O -1.7433 0.1039 -0.7739  C4 1.416, H11 0.963
6 H 0.9723 1.5218 -0.3533  C2 1.116
7 H 0.4085 -1.0913 -0.9689  C3 1.098
8 H 0.8723 -1.3498 0.7160  C3 1.095
9 H -1.4788 -1.0335 0.8686  C4 1.093
10 H -0.9731 0.6429 1.0819  C4 1.101
11 H -1.5787 1.0187 -1.0278  O5 0.963

Computed Mulliken charges, given in elementary charges: -0.471, 0.024, -0.306, -0.515, -0.521, 0.295, 0.281, 0.282, 0.298, 0.320, 0.314


Which structure is most stable, and how do the rest compare? From most to least stable: version a, version b.


Version a
Molecular formula: C3H6O2
Method: DFT, ωB97M-V/def2-TZVPD

Results
orbital gap	10.72	eV
SMILES	C[C@@H](O)C=O
multiplicity	1

Bonds (Å) are listed after each position.
Geometry (Å):
1 C -1.3861 -0.0098 0.2013  C2 1.528, H6 1.096, H7 1.095, H8 1.097
2 C 0.1391 -0.0609 0.2754  C1 1.528, O3 1.385, C4 1.490, H9 1.143
3 O 0.5904 -1.3248 0.6175  C2 1.385, H10 0.981
4 C 1.0462 0.5019 -0.7639  C2 1.490, O5 1.216, H11 1.102
5 O 2.1561 0.0191 -0.8797  C4 1.216
6 H -1.8060 -0.2362 1.1886  C1 1.096
7 H -1.7576 0.9728 -0.1068  C1 1.095
8 H -1.7912 -0.7622 -0.4867  C1 1.097
9 H 0.5705 0.7642 0.9381  C2 1.143
10 H 1.4871 -1.3321 0.2205  O3 0.981
11 H 0.7516 1.4681 -1.2044  C4 1.102

Computed Mulliken charges, given in elementary charges: -1.084, 0.485, -0.548, -0.079, -0.551, 0.280, 0.343, 0.318, 0.091, 0.390, 0.355


Version b
Molecular formula: C3H6O2
Method: DFT, ωB97M-V/def2-TZVPD

Results
orbital gap	10.52	eV
SMILES	CCC(=O)O
multiplicity	1

Bonds (Å) are listed after each position.
Geometry (Å):
1 C 1.0783 0.7022 0.5486  C2 1.573, H6 1.023, H7 1.126, H8 1.200
2 C -0.3950 0.1521 0.5841  C1 1.573, C3 1.555, H9 1.023, H10 1.153
3 C -1.1471 -0.4048 -0.6576  C2 1.555, O4 1.225, O5 1.279
4 O -2.2877 -0.3044 -1.0944  C3 1.225
5 O -0.6002 -1.4153 -1.2187  C3 1.279, H11 1.178
6 H 1.4128 1.3086 1.3022  C1 1.023
7 H 1.7561 -0.1953 0.5029  C1 1.126
8 H 1.1042 1.0814 -0.5893  C1 1.200
9 H -0.5091 -0.6057 1.2613  C2 1.023
10 H -0.9892 1.1400 0.6121  C2 1.153
11 H 0.5770 -1.4588 -1.2512  O5 1.178

Computed Mulliken charges, given in elementary charges: -0.944, -0.402, 0.614, -0.586, -0.501, 0.376, 0.230, 0.252, 0.365, 0.232, 0.363


Version c
Molecular formula: C3H6O2
Method: DFT, ωB97M-V/def2-TZVPD

Results
orbital gap	10.79	eV
SMILES	COCC=O
multiplicity	1

Bonds (Å) are listed after each position.
Geometry (Å):
1 C 0.2748 1.3749 -0.2346  O2 1.419, H6 1.096, H7 1.099, H8 1.091
2 O -0.8854 0.5920 -0.4681  C1 1.419, C3 1.407
3 C -0.6099 -0.7879 -0.4404  O2 1.407, C4 1.518, H9 1.097, H10 1.100
4 C 0.1585 -1.1177 0.8260  C3 1.518, O5 1.206, H11 1.112
5 O 1.1974 -1.7304 0.8541  C4 1.206
6 H 1.1861 0.7944 -0.4178  C1 1.096
7 H 0.2938 1.7326 0.8039  C1 1.099
8 H 0.2626 2.2317 -0.9102  C1 1.091
9 H -1.5726 -1.3140 -0.4399  C3 1.097
10 H -0.0261 -1.1121 -1.3147  C3 1.100
11 H -0.2792 -0.6635 1.7418  C4 1.112

Computed Mulliken charges, given in elementary charges: -0.734, -0.368, -0.332, 0.065, -0.461, 0.360, 0.264, 0.246, 0.313, 0.298, 0.350


Which structure is most stable, and how do the rest compare? From most to least stable: version a, version c, version b.